Entry 1:
A structure of composition C17H11AsF6MoN3O6S7. Source: the OMol25 dataset; level of theory: ωB97M-V/def2-TZVPD.

Geometry as XYZ:
```
52
Properties=species:S:1:pos:R:3
Mo -1.2540 0.7035 -1.1053
F -2.4375 -2.4560 3.4255
C -1.2812 -1.9312 3.0699
F -0.5380 -1.6980 4.1319
F -0.6460 -2.7459 2.2455
S -1.5873 -0.2765 2.2205
O -0.7944 -0.3591 0.9741
O -1.2493 0.7354 3.1575
N -3.1354 -0.1970 1.8357
S -3.5160 -0.9775 0.5427
O -3.1045 -0.2046 -0.6968
O -3.1877 -2.3669 0.4695
C -5.3568 -0.8464 0.4932
F -5.7573 0.3978 0.6218
F -5.8121 -1.5876 1.4839
F -5.7475 -1.3377 -0.6692
O 0.6460 3.2261 -1.6481
S 1.6196 2.1930 -1.4894
O 2.5390 1.8984 -2.5411
N 0.7348 0.7685 -1.1692
C 1.4572 -0.4603 -1.1274
C 2.7977 -0.6355 -0.9063
C 3.3471 -1.9381 -0.9218
C 2.5780 -3.0385 -1.1691
C 1.1936 -2.8793 -1.4175
C 0.3137 -3.9383 -1.7290
C -1.0029 -3.6769 -1.9942
C -1.4665 -2.3586 -1.9133
N -0.6686 -1.3506 -1.6070
C 0.6576 -1.5888 -1.3782
C 2.4914 2.4370 0.0143
C 1.9491 2.0561 1.2354
C 2.6517 2.3403 2.3943
C 3.8711 3.0026 2.3232
C 4.3993 3.3786 1.0968
C 3.7129 3.0946 -0.0744
H 3.4567 0.2011 -0.7342
H 4.4074 -2.0506 -0.7423
H 3.0119 -4.0293 -1.1910
H 0.6916 -4.9526 -1.7654
H -1.7009 -4.4611 -2.2465
H -2.5042 -2.1247 -2.0977
H 1.0020 1.5365 1.2877
H 2.2443 2.0476 3.3527
H 4.4148 3.2251 3.2316
H 5.3501 3.8918 1.0476
H 4.1206 3.3710 -1.0376
S -4.7346 3.0462 -1.3923
As -2.8315 3.6849 -1.3224
S -1.7119 2.4375 0.2573
S -1.8065 1.4965 -2.9263
S -1.8268 5.2974 -1.8994
```

Output
Kohn-Sham gap, eV: 5.8
F_max, hartree/bohr: 0.0161
Relative energy (zero: lowest compared OMol25 entry of this formula, charge and spin), eV: 0.621
E_HOMO, eV: -11.854
Charge: +1

***

Entry 2:
A cluster of 3 separate species, C3H9NOS in total in a non-equilibrium geometry. Source: the OMol25 dataset; level of theory: ωB97M-V/def2-TZVPD.

Geometry as XYZ:
```
15
Properties=species:S:1:pos:R:3
C -1.3174 0.0774 -1.7007
S -1.6104 0.0697 0.3751
C -1.1342 -1.5540 0.4416
H -0.2814 -0.2745 -1.8119
H -1.5926 0.9944 -2.1683
H -1.9522 -0.8225 -1.8983
H -1.5864 -2.1069 1.2941
H -1.4732 -2.0545 -0.4549
H -0.1686 -1.7935 0.4951
C 2.4731 0.6304 0.0013
N 1.2903 1.4239 -0.0520
O 2.4007 -0.3598 0.7794
H 2.8785 0.5664 -0.9908
H 1.3432 1.7891 0.8700
H 0.2312 0.5750 0.3390
```

Output
Kohn-Sham gap, eV: 9.1
F_max, hartree/bohr: 0.1404
Relative energy (zero: lowest compared OMol25 entry of this formula, charge and spin), eV: 4.487
E_HOMO, eV: -8.709
Charge: 0

***

Entry 3:
A structure of composition C40H46N8O2RuSe in a non-equilibrium geometry. Source: the OMol25 dataset; level of theory: ωB97M-V/def2-TZVPD.

Geometry as XYZ:
```
98
Properties=species:S:1:pos:R:3
Ru -0.5159 0.4467 0.1148
C -1.3028 3.2153 -1.0568
N -0.2299 2.7720 -0.1575
C -0.4217 3.3578 1.1841
C 0.1859 2.5530 2.2900
C 0.6049 3.1533 3.4675
C 1.0750 2.3577 4.5001
C 1.1261 0.9825 4.3175
C 0.6946 0.4628 3.1136
N 0.2217 1.2299 2.1275
C 1.0846 3.1131 -0.7163
C 2.1644 2.1750 -0.2588
C 3.4660 2.6138 -0.0676
C 4.4461 1.6953 0.2722
C 4.0908 0.3617 0.4141
C 2.7720 0.0059 0.2045
N 1.8259 0.8893 -0.1315
C -2.6234 2.7352 -0.5388
C -3.7303 3.5649 -0.4921
C -4.9161 3.0793 0.0413
C -4.9552 1.7691 0.4896
C -3.8114 0.9980 0.3922
N -2.6615 1.4692 -0.1019
H -1.1290 2.7847 -2.0461
H -1.3106 4.3057 -1.1565
H -1.4929 3.4033 1.3916
H -0.0437 4.3843 1.2108
H 0.5477 4.2274 3.5812
H 1.3944 2.8052 5.4311
H 1.4888 0.3289 5.0972
H 0.7069 -0.6048 2.9330
H 1.3545 4.1456 -0.4758
H 1.0290 3.0394 -1.8056
H 3.7110 3.6602 -0.1894
H 5.4688 2.0124 0.4249
H 4.8235 -0.3870 0.6795
H 2.4468 -1.0231 0.2937
H -3.6608 4.5778 -0.8640
H -5.7850 3.7189 0.1135
H -5.8556 1.3496 0.9144
H -3.8171 -0.0320 0.7222
C -0.3388 -5.6048 2.6149
C 0.9606 -6.2427 2.1333
C 2.2186 -5.6230 2.7400
C 2.5260 -4.1866 2.2907
N 2.8817 -4.1177 0.8713
C 2.0958 -3.7494 -0.1676
Se 0.3888 -3.0025 -0.0458
N 2.7655 -3.9469 -1.3290
C 2.2148 -3.8371 -2.6794
C 1.6582 -5.1708 -3.1992
C 0.5271 -5.7527 -2.3577
C -0.1335 -6.9529 -3.0233
C 4.0061 -4.4652 -1.0326
C 5.0666 -4.8513 -1.8506
C 6.1914 -5.3323 -1.2195
C 6.2743 -5.4208 0.1836
C 5.2295 -5.0454 0.9979
C 4.0830 -4.5679 0.3660
H -1.1967 -6.1601 2.2380
H -0.4425 -4.5753 2.2690
H -0.3854 -5.5980 3.7046
H 1.0160 -6.2136 1.0396
H 0.9448 -7.2971 2.4119
H 3.0793 -6.2480 2.4931
H 2.1171 -5.6096 3.8267
H 3.3780 -3.8072 2.8562
H 1.6731 -3.5312 2.4596
H 3.0108 -3.4843 -3.3352
H 1.4247 -3.0871 -2.6555
H 2.4706 -5.8998 -3.2627
H 1.2970 -4.9940 -4.2142
H -0.2323 -4.9818 -2.1810
H 0.9115 -6.0523 -1.3770
H -0.5878 -6.6726 -3.9732
H -0.9073 -7.3699 -2.3812
H 0.5970 -7.7389 -3.2196
H 5.0124 -4.7842 -2.9281
H 7.0334 -5.6573 -1.8144
H 7.1824 -5.7995 0.6315
H 5.3011 -5.1269 2.0734
O -1.6664 -1.4676 2.1273
C -1.5413 -1.0865 1.0745
N -4.0099 -1.1832 -5.0604
C -3.2296 -1.5831 -4.0434
O -3.4649 -2.5299 -3.3189
C -1.9710 -0.7816 -3.7878
C -1.1903 -0.1700 -4.7575
C 0.0056 0.4222 -4.3674
C 0.3715 0.3916 -3.0352
N -0.3809 -0.1917 -2.0931
C -1.5220 -0.7750 -2.4751
H -4.8420 -1.7164 -5.2615
H -3.8329 -0.3673 -5.6179
H -1.4736 -0.1831 -5.8022
H 0.6589 0.8848 -5.0935
H 1.3181 0.8103 -2.7162
H -2.0971 -1.3115 -1.7324
```

Output
Kohn-Sham gap (spin up / spin down), eV: 7.5 / 5.9
2S+1: 2
F_max, hartree/bohr: 0.0640
Relative energy (zero: lowest compared OMol25 entry of this formula, charge and spin), eV: 0.000
E_HOMO (spin up / spin down), eV: -15.913 / -16.126
Charge: +3

***

Entry 4:
An isolated molecule of C3H4O3. Source: the OMol25 dataset; level of theory: ωB97M-V/def2-TZVPD.

Geometry as XYZ:
```
10
Properties=species:S:1:pos:R:3
O 1.9580 -0.3703 1.0969
C 0.8715 -0.6053 0.6426
C 0.1903 0.2142 -0.4448
O -0.1953 -0.5887 -1.5400
C -0.9850 0.9307 0.2225
O -1.0869 0.9686 1.4258
H 0.2600 -1.4696 0.9905
H 0.8932 0.9640 -0.8245
H -0.4407 -1.4674 -1.2172
H -1.7299 1.4196 -0.4345
```

Output
Kohn-Sham gap, eV: 10.3
F_max, hartree/bohr: 0.0108
Relative energy (zero: lowest compared OMol25 entry of this formula, charge and spin), eV: 1.859
E_HOMO, eV: -10.054
SMILES: O=CC(O)C=O
Charge: 0

***

Entry 5:
A structure of composition C2H14B2OSSn in a non-equilibrium geometry. Source: the OMol25 dataset; level of theory: ωB97M-V/def2-TZVPD.

Geometry as XYZ:
```
21
Properties=species:S:1:pos:R:3
Sn 3.6994 1.0757 0.5533
B 2.1013 5.7409 0.2367
H 2.2718 5.0531 -0.5770
H 2.9520 5.5591 0.8752
H 2.1390 6.7244 -0.2054
H 1.1504 5.5717 0.7178
B 0.4981 1.0468 -2.9096
H -0.2877 0.8640 -3.6260
H 1.1129 0.1757 -2.7440
H 1.1437 1.7820 -3.3645
H 0.1371 1.2741 -1.9185
C -2.2778 -3.6636 2.5790
S -1.4498 -2.4483 1.4882
O 0.0457 -2.5582 1.8985
C -1.4904 -3.3797 -0.1044
H -1.7256 -4.6003 2.5017
H -3.3099 -3.9407 2.3645
H -2.2282 -3.5294 3.6595
H -0.6354 -4.0464 -0.2163
H -1.4421 -2.7396 -0.9853
H -2.4045 -3.9614 -0.2237
```

Output
Kohn-Sham gap, eV: 3.0
F_max, hartree/bohr: 0.1067
Relative energy (zero: lowest compared OMol25 entry of this formula, charge and spin), eV: 10.297
E_HOMO, eV: -8.548
Charge: 0

***

Entry 6:
A cluster of 7 separate species, C3H19NO8S2 in total in a non-equilibrium geometry. Source: the OMol25 dataset; level of theory: ωB97M-V/def2-TZVPD.

Geometry as XYZ:
```
33
Properties=species:S:1:pos:R:3
N 1.6079 -0.3842 -0.9838
C 0.2293 -0.2708 -1.6317
C -0.7559 -1.4323 -1.3349
S -0.2698 -3.0877 -1.9356
S -0.2627 -4.5224 -0.5317
C -0.3104 0.8939 -0.8348
O -0.7074 0.6903 0.3115
O -0.1997 2.0763 -1.3521
H 1.5505 -0.8908 -0.0984
H 2.2536 -0.7973 -1.6834
H 0.3853 -0.3180 -2.6839
H -1.6190 -1.2080 -1.9817
H -1.0720 -1.5488 -0.2882
H 1.0611 -4.4248 -0.2603
H -0.3431 2.9136 -0.5174
O -3.7213 -0.9986 1.0503
H -3.9121 -0.0788 0.9643
H -3.2758 -1.3045 0.2892
O 1.5568 2.4856 1.4489
H 1.6680 1.6667 0.9676
H 1.8462 3.2051 0.8165
O -0.7408 3.3323 0.7552
H -1.1776 2.4806 0.9010
H 0.1792 3.0731 1.1547
O 2.2856 2.9962 -1.3455
H 1.5695 2.9140 -1.9575
H 2.5141 2.0721 -1.1957
O 1.3503 -2.1686 1.3037
H 0.4192 -2.0022 1.5062
H 1.7785 -2.2705 2.1418
O -1.0266 -1.1851 2.5764
H -0.9785 -0.3546 2.1246
H -1.8823 -1.5519 2.3047
```

Output
Kohn-Sham gap, eV: 9.5
F_max, hartree/bohr: 0.0713
Relative energy (zero: lowest compared OMol25 entry of this formula, charge and spin), eV: 0.000
E_HOMO, eV: -9.227
SMILES: N[C@@H](CSS)C(=O)O.O.O.O.O.O.O
Charge: 0

***

Entry 7:
A structure of composition C9H8NO3S in a non-equilibrium geometry. Source: the OMol25 dataset; level of theory: ωB97M-V/def2-TZVPD.

Geometry as XYZ:
```
22
Properties=species:S:1:pos:R:3
C -2.7262 1.6499 -0.0170
C -3.1408 0.4142 -0.4251
C -1.4767 1.8988 0.2798
C -2.2228 -0.6151 -0.4803
C 0.7847 1.0939 0.9738
C -0.5111 0.8792 0.3697
C -0.9183 -0.4212 0.0095
C 1.1319 -1.3436 -0.2232
C 2.1350 -2.3826 0.0144
N -0.0650 -1.4896 0.0876
O 3.2186 -0.0163 0.9100
O 1.5929 -0.3176 -0.9917
O 2.8903 1.8802 -0.6376
S 2.3105 0.7491 0.0366
H -3.5318 2.4691 -0.0937
H -4.0632 0.1379 -0.8556
H -1.1074 2.9020 0.7143
H -2.3606 -1.5792 -0.8246
H 0.7943 2.0751 1.4334
H 3.0828 -1.8777 0.2752
H 2.3413 -2.8281 -1.0094
H 1.8416 -3.2783 0.4540
```

Output
Kohn-Sham gap, eV: 6.7
F_max, hartree/bohr: 0.1101
Relative energy (zero: lowest compared OMol25 entry of this formula, charge and spin), eV: 2.953
E_HOMO, eV: -3.031
Charge: -1

***

Entry 8:
An isolated molecule of C11H15ClN2O2 in a non-equilibrium geometry. Source: the OMol25 dataset; level of theory: ωB97M-V/def2-TZVPD.

Geometry as XYZ:
```
31
Properties=species:S:1:pos:R:3
C -4.2106 0.2653 2.4562
C -3.0110 0.5894 1.6125
C -1.8002 0.9083 2.2243
C -0.6292 1.0356 1.4683
C -0.6700 0.8009 0.0964
C 0.6174 0.5338 -0.6717
C 1.0256 -0.9107 -0.6916
Cl -0.2359 -1.9319 -1.5207
N 2.2928 -1.0763 -1.3326
C 3.4761 -1.2327 -0.5525
C 2.4141 -1.0849 -2.7602
N 1.8118 1.2831 -0.0174
O 2.4017 2.1273 -0.7061
O 2.1758 0.8978 1.1177
C -1.9154 0.7204 -0.5440
C -3.0741 0.5858 0.2164
H -5.0135 -0.1645 1.8497
H -3.9555 -0.4564 3.2421
H -4.6073 1.1559 2.9588
H -1.7425 1.0152 3.3038
H 0.3061 1.2694 1.9690
H 0.5648 0.9338 -1.6980
H 1.0627 -1.3071 0.3494
H 4.3296 -1.3153 -1.2377
H 3.6252 -0.3825 0.1297
H 3.3875 -2.1369 0.0690
H 3.4795 -1.1743 -3.0017
H 1.8686 -1.9349 -3.1887
H 2.0251 -0.1701 -3.2334
H -1.9613 0.7246 -1.6338
H -4.0378 0.4318 -0.2731
```

Output
Kohn-Sham gap, eV: 8.3
F_max, hartree/bohr: 0.0505
Relative energy (zero: lowest compared OMol25 entry of this formula, charge and spin), eV: 4.311
E_HOMO, eV: -8.468
SMILES: Cc1ccc([C@H]([C@@H](Cl)N(C)C)[N+](=O)[O-])cc1
Charge: 0

***

Q: Which value of F_max does entry 4 give?
A: 0.0108 hartree/bohr

***

Q: The highest charge belongs to which entry?
A: C40H46N8O2RuSe

***

Please write out number 7 again, unchanged.
A structure of composition C9H8NO3S in a non-equilibrium geometry. Source: the OMol25 dataset; level of theory: ωB97M-V/def2-TZVPD.

Geometry as XYZ:
```
22
Properties=species:S:1:pos:R:3
C -2.7262 1.6499 -0.0170
C -3.1408 0.4142 -0.4251
C -1.4767 1.8988 0.2798
C -2.2228 -0.6151 -0.4803
C 0.7847 1.0939 0.9738
C -0.5111 0.8792 0.3697
C -0.9183 -0.4212 0.0095
C 1.1319 -1.3436 -0.2232
C 2.1350 -2.3826 0.0144
N -0.0650 -1.4896 0.0876
O 3.2186 -0.0163 0.9100
O 1.5929 -0.3176 -0.9917
O 2.8903 1.8802 -0.6376
S 2.3105 0.7491 0.0366
H -3.5318 2.4691 -0.0937
H -4.0632 0.1379 -0.8556
H -1.1074 2.9020 0.7143
H -2.3606 -1.5792 -0.8246
H 0.7943 2.0751 1.4334
H 3.0828 -1.8777 0.2752
H 2.3413 -2.8281 -1.0094
H 1.8416 -3.2783 0.4540
```

Output
Kohn-Sham gap, eV: 6.7
F_max, hartree/bohr: 0.1101
Relative energy (zero: lowest compared OMol25 entry of this formula, charge and spin), eV: 2.953
E_HOMO, eV: -3.031
Charge: -1